[1]
# C45H42CsN4O2S2Se

C45H42CsN4O2S2Se as an isolated structure at a distorted geometry (ωB97M-V with the def2-TZVPD basis set, the OMol25 dataset).

Each line ends with the Mulliken charge.
Positions of all 97 atoms, in Å:
Cs -1.37891 -1.48726 -0.31690  1.32
C -4.46038 4.45201 -3.42932  -1.10
C -3.91644 4.09718 -2.04477  -1.06
C -4.70538 3.04038 -1.30958  1.61
C -6.06392 3.43021 -0.90843  -0.05
C -6.83755 2.69989 -0.10864  -1.72
C -6.27433 1.48266 0.53277  -0.05
C -4.99711 0.85959 -0.09671  2.66
C -5.20104 -0.48552 -0.78259  -1.04
C -6.05685 -0.36455 -2.03533  -1.35
C -4.23607 1.80989 -1.00578  -2.09
N -3.02476 1.27823 -1.46139  -0.22
C -2.83547 1.33289 -2.74065  0.60
C -1.71155 0.89204 -3.49108  -0.93
C -1.64627 0.95594 -4.89776  -0.80
C -0.43364 0.37800 -5.25314  -1.25
C 0.16242 -0.00566 -4.03753  0.00
N -0.59090 0.29539 -2.97592  -0.11
H -3.89129 5.27076 -3.87302  0.39
H -5.50547 4.76287 -3.38106  0.32
H -4.40412 3.59967 -4.10728  0.26
H -3.92900 5.00649 -1.43012  0.46
H -2.87292 3.79483 -2.12748  0.41
H -6.44819 4.35622 -1.32314  0.31
H -7.84848 3.01221 0.12517  0.38
H -7.03057 0.70847 0.68927  0.48
H -5.65831 -1.18417 -0.07489  0.59
H -4.21705 -0.88730 -1.03461  0.19
H -7.02833 0.07780 -1.80636  0.32
H -6.23033 -1.34041 -2.49027  0.46
H -5.57435 0.27082 -2.77904  0.23
H -3.64122 1.73383 -3.36811  0.26
H -2.40014 1.37208 -5.54948  0.46
H -0.02799 0.24423 -6.24377  0.41
H 1.11751 -0.50659 -3.91759  0.38
Se -3.44613 -2.80242 2.79855  0.28
N -3.25891 -1.32370 1.73278  -0.37
C -4.20775 -0.49318 2.01537  -0.77
C -4.33090 0.83570 1.32922  0.22
C -5.49538 1.71674 1.86430  0.18
C -6.21992 1.28401 3.09211  -1.10
C -6.10549 0.05888 3.60109  -0.48
C -5.13066 -0.89284 3.06468  0.88
N -4.94895 -2.07714 3.54810  -1.02
H -3.35753 1.32711 1.33586  0.43
H -5.19342 2.76330 1.92666  0.37
H -6.91610 1.98573 3.53909  0.36
H -6.68126 -0.26193 4.45999  0.45
O 0.90614 -2.23574 -1.13325  -0.69
S 2.26017 -1.64657 -1.37689  0.23
C 2.00743 0.10860 -1.02673  -0.60
C 3.18748 1.00210 -1.26742  0.43
C 3.44538 2.04247 -0.38048  -0.22
C 4.52891 2.88516 -0.56874  -0.79
C 5.38024 2.69059 -1.64652  -0.46
C 5.12617 1.66021 -2.53965  -0.69
C 4.03167 0.82857 -2.35830  -0.05
C 3.21380 -2.12358 0.09210  -0.93
C 4.61632 -1.59703 0.08680  1.22
C 5.58070 -2.15772 -0.74478  -0.73
C 6.86235 -1.63094 -0.79256  -0.90
C 7.19274 -0.53303 -0.00996  -0.59
C 6.23926 0.02588 0.82898  -1.17
C 4.96216 -0.50918 0.88060  0.49
H 1.67986 0.17507 0.01447  0.49
H 1.14275 0.35835 -1.66255  0.13
H 2.78953 2.18813 0.47002  0.46
H 4.71196 3.68999 0.13137  0.39
H 6.23423 3.33861 -1.79081  0.41
H 5.78086 1.50250 -3.38680  0.40
H 3.83942 0.03339 -3.06815  0.35
H 3.17689 -3.21397 0.06843  0.81
H 2.64075 -1.79311 0.96159  -0.74
H 5.32075 -3.00724 -1.36538  0.47
H 7.60264 -2.07391 -1.44562  0.40
H 8.19175 -0.11878 -0.04837  0.43
H 6.49055 0.87927 1.44486  0.42
H 4.21569 -0.07240 1.53170  0.64
C 6.18588 -3.43266 2.37461  0.07
C 6.76526 -3.05079 3.70996  0.52
O 7.95087 -2.97818 3.91252  -0.62
S 5.68885 -2.66101 5.07893  -0.20
C 4.05365 -2.78545 4.41431  -0.52
C 3.43360 -4.02507 4.27131  0.03
C 2.17098 -4.11828 3.72128  -0.84
C 1.46679 -2.97293 3.31541  0.90
C 2.08819 -1.72934 3.50920  -0.81
C 3.36281 -1.63730 4.03948  0.26
C 0.19407 -3.07905 2.68939  0.85
C -0.91184 -3.19896 2.16287  -2.38
H 6.58867 -2.74914 1.62703  -0.18
H 5.09980 -3.40925 2.34336  -0.09
H 6.54181 -4.43578 2.13915  0.43
H 3.96104 -4.92090 4.57557  0.43
H 1.70293 -5.08408 3.58513  0.47
H 1.55482 -0.83146 3.21997  0.43
H 3.83407 -0.66948 4.15928  0.40

E_HOMO: -4.5 eV
Gap between HOMO and LUMO: 6.540 eV
Strongest force on any atom: 1.7 eV Å⁻¹
Energy relative to the best compared isomer or geometry (same formula, charge and spin): 1.592 eV
E_tot: -144965.0112 eV
Net charge: -1



[2]
# C30H33N12ORuS2

C30H33N12ORuS2 as an isolated structure (ωB97M-V with the def2-TZVPD basis set, the OMol25 dataset).

Each line ends with the Mulliken charge.
Positions of all 79 atoms, in Å:
Ru 0.11801 0.44473 -0.24825  -0.83
C 3.38493 -0.35750 2.47617  -0.98
C 2.81530 -0.62102 3.71955  -0.72
C 1.45039 -0.57451 3.82881  -0.63
C 0.65014 -0.24926 2.72096  -0.21
N 1.20633 0.05073 1.52931  1.19
C 2.55355 -0.04419 1.43161  -0.54
N -0.70080 -0.25245 2.97272  -0.15
C -1.62038 -0.19242 2.08354  -0.94
N -1.51710 -0.01068 0.71846  2.08
C -2.78904 0.03197 0.16094  -0.81
N -3.13323 0.19813 -1.05283  -0.43
C -2.30222 0.41743 -2.13176  0.13
C -2.95165 0.42126 -3.37385  -0.70
C -2.26452 0.71669 -4.52337  -0.58
C -0.91595 1.04661 -4.41582  -1.09
C -0.33361 1.01573 -3.17429  -0.50
N -0.98251 0.67702 -2.04216  0.88
C -3.76615 -0.13741 1.25075  0.49
C -5.14699 -0.17057 1.23561  -0.26
C -5.79108 -0.32070 2.45909  -0.72
C -5.06910 -0.44744 3.64730  -0.76
C -3.67890 -0.42192 3.64985  -0.27
C -3.04953 -0.25817 2.42960  0.48
H 4.45288 -0.40108 2.31888  0.53
H 3.43170 -0.87633 4.57100  0.45
H 0.93598 -0.80191 4.75137  0.61
H 2.96452 0.14043 0.45653  0.29
H -4.00743 0.19458 -3.37410  0.56
H -2.76533 0.72127 -5.48185  0.43
H -0.32932 1.33313 -5.27649  0.52
H 0.69762 1.30046 -3.05663  0.56
H -5.69702 -0.08348 0.30836  0.56
H -6.87200 -0.34524 2.49462  0.46
H -5.60466 -0.57973 4.57794  0.47
H -3.10759 -0.53938 4.56132  0.58
C 2.45614 -4.23725 -2.46177  -1.03
N 1.43610 -3.27359 -2.06311  0.11
C 0.57072 -3.41800 -1.07475  0.49
S -0.28562 -2.10321 -0.34497  -0.15
N 0.24359 -4.62480 -0.60427  -0.20
C 0.26724 -5.88892 -1.34018  -1.02
H 3.32404 -3.68258 -2.81154  0.25
H 2.12091 -4.88639 -3.26850  0.33
H 2.76692 -4.84167 -1.61263  0.38
H 1.58830 -2.31472 -2.33322  0.48
H -0.36136 -4.58563 0.20000  0.29
H 0.10170 -5.71377 -2.40162  0.33
H -0.55168 -6.50080 -0.97174  0.36
H 1.19471 -6.43864 -1.19709  0.31
C -3.33140 3.12452 1.78452  -0.84
N -2.01937 3.01908 2.42271  0.37
C -1.80595 3.10080 3.78481  -0.30
C -0.47740 2.99229 3.99298  -0.67
N 0.09734 2.84962 2.74981  0.15
C -0.84865 2.83262 1.79838  0.16
S -0.61452 2.67984 0.08764  -0.61
H -4.04662 2.53578 2.35493  0.33
H -3.26259 2.73280 0.77329  0.28
H -3.64502 4.16595 1.75160  0.36
H -2.61609 3.24347 4.47753  0.54
H 0.10077 3.01899 4.89883  0.47
H 1.07648 2.70470 2.56096  0.25
C 4.24863 -0.57369 -3.48486  -0.90
N 3.79829 0.55422 -2.66782  0.06
C 4.51430 1.70201 -2.56981  -0.32
C 4.08915 2.71917 -1.79906  -1.08
C 2.86183 2.55719 -1.09229  0.29
N 2.14222 1.42916 -1.19245  1.27
C 2.61297 0.41360 -1.97607  -0.21
O 1.97009 -0.62871 -2.05197  -0.54
N 2.44588 3.53428 -0.28056  -0.17
H 5.17330 -0.29677 -3.98310  0.39
H 3.49410 -0.81872 -4.22838  0.28
H 4.42493 -1.43951 -2.84987  0.24
H 5.42888 1.74659 -3.14447  0.42
H 4.65327 3.63547 -1.72229  0.45
H 2.93228 4.41581 -0.30401  0.29
H 1.46595 3.53465 -0.00847  -0.05

2S+1: 2
E_HOMO (spin up / spin down): -12.9 / -12.9 eV
Gap between HOMO and LUMO (spin up / spin down): 7.581 / 6.670 eV
Strongest force on any atom: 0.3 eV Å⁻¹
Energy relative to the best compared isomer or geometry (same formula, charge and spin): 0.000 eV
E_tot: -75819.0411 eV
Net charge: +2



[3]
# C6H8LiMgO6

C6H8LiMgO6 as an isolated structure at a distorted geometry (ωB97M-V with the def2-TZVPD basis set, the OMol25 dataset).

Each line ends with the Mulliken charge.
Positions of all 22 atoms, in Å:
O -2.02810 -1.03528 -0.59610  -0.27
C -1.15898 -0.10507 -1.08311  -0.72
C -2.68033 -0.57258 0.60351  -0.31
O -0.13641 -0.00554 -0.08326  0.02
O -2.14845 1.26119 -0.74009  -0.55
C -2.95432 0.91784 0.35976  -0.41
H -2.01492 -0.70407 1.46715  0.17
H -3.60137 -1.15741 0.71381  0.32
H -2.73912 1.48361 1.28270  0.22
H -4.01252 1.08155 0.09597  0.28
O 1.75805 -0.51350 -1.30688  -0.42
C 1.10561 0.43853 -0.52564  2.00
C 2.28177 -1.48770 -0.42293  -0.36
O 1.07974 1.63834 -1.08692  -1.29
O 1.93409 0.53189 0.66254  -0.62
C 2.71916 -0.65519 0.79157  -0.44
H 3.11455 -1.99689 -0.91781  0.32
H 1.50638 -2.22019 -0.15380  0.25
H 3.78025 -0.38005 0.75198  0.28
H 2.49528 -1.14713 1.74510  0.24
Li -0.68845 2.04917 -1.65339  0.89
Mg 2.38808 2.57850 0.09586  0.39

2S+1: 2
E_HOMO (spin up / spin down): -7.0 / -7.0 eV
Gap between HOMO and LUMO (spin up / spin down): 6.819 / 5.920 eV
Strongest force on any atom: 1.4 eV Å⁻¹
Energy relative to the best compared isomer or geometry (same formula, charge and spin): 1.933 eV
E_tot: -24284.9548 eV



[4]
# ClO4PY3

ClO4PY3 as an isolated structure at a distorted geometry (ωB97M-V with the def2-TZVPD basis set, the OMol25 dataset).

Each line ends with the Mulliken charge.
Positions of all 9 atoms, in Å:
Y -23.16011 4.52641 -2.31830  1.81
Y -23.31285 8.40324 -4.49497  1.91
Y -26.82110 6.15833 -1.28083  2.17
P -24.49125 4.37217 0.40681  0.82
O -25.42459 3.60748 1.31669  -0.24
O -23.30982 3.57017 -0.21900  -0.47
O -23.69721 5.53534 1.05283  -0.22
O -25.13339 4.81290 -0.87280  -0.36
Cl -25.05911 6.34644 -3.43688  -0.42

E_HOMO: -25.0 eV
Gap between HOMO and LUMO: 2.777 eV
Strongest force on any atom: 9.4 eV Å⁻¹
Energy relative to the best compared isomer or geometry (same formula, charge and spin): 2.833 eV
E_tot: -33058.1431 eV
Net charge: +5



Among the records above, which one has the highest energy relative to the best compared isomer or geometry (same formula, charge and spin)?
ClO4PY3



What is the formula in the third record?
C6H8LiMgO6